1.
ORCA calculation (ωB97M-V with the def2-TZVPD basis set) on 2 unconnected molecules or ions with the total composition C7H12N3 in a non-equilibrium geometry.

```
22
Properties=species:S:1:pos:R:3:forces:R:3:mulliken_charge:R:1
C -2.5560 1.2499 -0.3624 -2.42 -0.18 0.33 -0.6564
C -3.3617 0.1605 -0.0173 -0.53 -0.86 0.29 -0.4052
C -1.2186 1.1339 -0.3147 3.46 2.62 -0.45 0.0340
C -2.6984 -1.0012 0.3904 0.57 0.28 -0.23 -0.3712
C -0.6891 -0.0519 0.0775 -1.55 -0.35 0.15 0.6096
C 1.4174 0.1641 -1.2145 -2.31 -0.83 0.66 -0.9521
C 0.9725 -1.6818 0.4957 2.03 1.59 1.78 -0.8275
N -1.3715 -1.0885 0.4660 -1.84 -0.54 0.19 -0.4854
N 1.4417 1.2564 1.1443 1.53 -1.20 -2.61 -0.3370
N 0.6379 -0.2987 0.0326 4.67 0.85 -0.12 0.0947
H -3.0776 2.1391 -0.6075 -0.01 0.91 -0.36 0.4747
H -4.4877 0.1563 -0.0155 1.46 0.30 -0.18 0.3604
H -0.3764 1.9257 -0.4675 -2.39 -0.90 -0.10 0.2534
H -3.1365 -1.9439 0.6112 -1.02 -0.30 0.32 0.4698
H 2.4245 -0.0931 -1.0678 1.18 -0.63 -0.01 0.4101
H 0.9104 -0.2973 -2.0764 0.49 0.03 0.23 0.3791
H 1.3555 1.2192 -1.2478 -0.17 0.90 -0.24 0.3838
H 1.9285 -1.9233 0.1045 1.27 0.23 -0.13 0.3655
H 1.0731 -1.6058 1.6308 -0.76 -0.85 -1.65 0.3264
H 0.3575 -2.3930 0.0223 -1.21 -0.68 0.29 0.3596
H 0.6415 1.4048 1.6681 -2.00 0.14 1.83 0.2583
H 2.2405 0.9943 1.7348 -0.45 -0.52 0.02 0.2556
```
Forces are in eV/Å.

Computed properties:
Orbital gap (alpha / beta) ... 8.14 / 7.54 eV
Total charge ... +1
Energy relative to the best compared isomer or geometry (same formula, charge and spin) ... 5.366 eV
E ... -11913.1749 eV
Lowest unoccupied orbital energy (alpha / beta) ... -5.54 / -6.36 eV

2.
ORCA calculation (ωB97M-V with the def2-TZVPD basis set) on a gas-phase ion, C7H12N3O2 (charge +1) in a non-equilibrium geometry.

```
24
Properties=species:S:1:pos:R:3:forces:R:3:mulliken_charge:R:1
C -0.2472 2.6055 0.9272 -2.09 1.43 1.86 0.2139
C -3.3299 -0.6379 -0.3467 1.82 -1.45 0.76 0.1799
C 2.2130 -0.4992 0.2460 0.53 -2.31 -1.67 -0.5280
C 1.7796 0.2902 -0.9675 -0.02 1.60 0.85 -0.8013
C 1.1579 -1.5487 0.5673 -0.18 0.51 -4.28 -0.6790
C 0.5132 1.1817 -0.7110 0.20 -4.43 -3.60 0.2322
C -0.6034 0.1170 -0.2659 -0.04 4.10 0.60 -0.7002
N 0.5708 2.1662 0.2146 0.38 1.72 1.02 -0.3080
N -1.6620 0.7461 0.3872 0.73 0.73 1.46 -0.6847
N -0.1154 -0.8286 0.7133 1.30 -0.71 1.32 0.0781
O -2.6706 -1.6275 -0.0095 -0.96 1.69 -0.38 -0.5835
O -2.8795 0.6273 -0.3000 -0.82 -0.42 -0.58 -0.2256
H -0.6184 3.4079 1.7065 0.80 -1.95 -1.87 0.3682
H -4.3215 -0.7409 -0.7561 -0.45 0.41 -0.19 0.4284
H 3.1611 -1.0621 -0.0952 -1.21 1.02 1.15 0.3207
H 2.3155 0.0753 1.1280 0.84 0.88 0.84 0.4079
H 2.6193 0.9646 -1.1810 -0.27 -0.40 -0.86 0.3624
H 1.4926 -0.4530 -1.7311 0.50 0.76 -0.21 0.3845
H 0.9124 -2.1352 -0.3952 1.02 0.07 1.72 0.3382
H 1.4821 -2.0953 1.3988 -0.39 -1.16 1.22 0.4103
H 0.1613 1.5035 -1.7571 0.50 0.33 1.78 0.3399
H -0.8782 -0.2963 -1.1529 -0.68 -1.83 -2.32 0.6505
H -0.9072 -1.4154 0.8037 -1.54 -1.56 -0.01 0.3935
H -0.1455 -0.3451 1.5765 0.03 0.99 1.37 0.4017
```
Forces are in eV/Å.

Computed properties:
Orbital gap (alpha / beta) ... 8.19 / 8.19 eV
Total charge ... +1
Energy relative to the best compared isomer or geometry (same formula, charge and spin) ... 5.141 eV
E ... -16006.8045 eV
Lowest unoccupied orbital energy (alpha / beta) ... -4.09 / -4.09 eV

3.
ORCA calculation (ωB97M-V with the def2-TZVPD basis set) on a gas-phase ion, C7H12N3S (charge +1) in a non-equilibrium geometry.

```
23
Properties=species:S:1:pos:R:3:forces:R:3:mulliken_charge:R:1
C 2.6516 -0.9815 -0.9676 -0.17 -0.04 0.00 -1.2655
C 1.3410 -1.3592 -0.2914 0.04 0.11 0.11 -0.3922
C 0.7542 -0.2232 0.5616 -0.03 -0.27 -0.37 -0.1525
C 0.0633 0.8276 -0.3238 0.10 -0.12 0.12 -1.0375
C -0.7624 1.8213 0.5488 1.64 -0.30 0.60 -0.3533
C -2.0231 2.0299 -0.0004 -2.88 0.54 -1.26 0.1100
N -3.0609 2.1637 -0.4830 1.84 -0.25 0.86 0.0423
N -0.1981 -0.6788 1.5761 0.37 0.24 0.66 -0.1049
N -1.2988 -1.3377 1.1271 -0.54 -0.12 -0.61 -0.3898
C -2.1320 -1.2751 0.2667 0.77 -0.25 1.03 0.3695
S -3.3233 -1.3958 -0.7346 -0.52 0.11 -0.65 -0.3258
H 3.0464 -1.8409 -1.5002 0.10 -0.03 -0.08 0.3912
H 3.3919 -0.6697 -0.2345 0.10 0.05 0.04 0.3357
H 2.5134 -0.1816 -1.6906 0.06 0.12 -0.09 0.3353
H 1.5148 -2.2219 0.3571 -0.07 0.04 0.01 0.3637
H 0.6117 -1.6649 -1.0455 -0.06 -0.07 0.06 0.2892
H 1.5593 0.2550 1.1302 -0.08 -0.04 0.04 0.4141
H -0.5955 0.3201 -1.0298 0.06 0.00 -0.05 0.3609
H 0.8164 1.3634 -0.8972 -0.09 0.05 -0.05 0.5488
H -0.2483 2.7765 0.6917 -0.15 -0.01 0.01 0.4751
H -0.8879 1.3400 1.5379 -0.14 0.14 -0.08 0.3271
H -3.9707 2.1771 -0.8987 -0.29 0.02 -0.12 0.3042
H 0.2372 -1.2442 2.3002 -0.07 0.12 -0.19 0.3544
```
Forces are in eV/Å.

Computed properties:
Orbital gap ... 8.16 eV
Total charge ... +1
Energy relative to the best compared isomer or geometry (same formula, charge and spin) ... 2.747 eV
E ... -22749.9857 eV
Lowest unoccupied orbital energy ... -3.80 eV
SMILES string ... CC[C@@H](CCC#[NH+])NN=C=S

4.
ORCA calculation (ωB97M-V with the def2-TZVPD basis set) on 2 unconnected molecules or ions with the total composition C7H12NO5P in a non-equilibrium geometry.

```
26
Properties=species:S:1:pos:R:3:forces:R:3:mulliken_charge:R:1
C -2.2398 -0.6069 1.7884 -0.23 0.64 0.93 0.4668
C 3.1725 -0.9504 -1.1216 1.63 1.99 -0.77 -1.0594
C -1.4086 3.6170 0.1794 -0.49 0.94 0.59 -1.0934
C 2.0158 -1.7696 -0.6892 -0.01 1.39 2.25 0.3268
C -1.4447 2.2152 -0.1192 0.55 0.01 -3.33 0.1368
C 1.1697 -1.5961 1.5832 -0.62 1.26 -1.10 -0.1329
C -2.1851 0.1859 0.6289 0.70 -2.10 -1.03 0.0386
N -2.3114 -1.1658 2.8119 0.03 0.03 -0.50 -0.7272
O -2.0187 -2.1028 -0.9299 0.25 1.28 0.51 -0.8448
O -3.0615 0.0515 -1.8595 0.75 0.28 0.23 -0.8107
O -0.5037 -0.1078 -1.4736 0.33 0.49 0.25 -0.7309
O 2.1322 -2.2430 0.6848 -0.55 1.28 0.91 -0.3966
O -1.8223 1.4492 0.8275 -0.41 -0.63 1.72 -0.2952
P -1.8942 -0.5779 -1.0846 -1.78 -1.82 -0.83 0.7279
H 3.1440 -0.7403 -2.2517 -0.71 0.27 1.56 0.2789
H 3.1777 0.0529 -0.4878 0.56 -1.99 -1.51 0.2120
H 4.1223 -1.5408 -1.1477 -0.30 0.59 1.01 0.3182
H -1.6041 4.1345 -0.7397 0.12 0.49 -0.63 0.3246
H -2.3715 3.7260 0.7458 1.27 0.96 0.60 0.2981
H -0.4031 3.9550 0.5376 -1.08 0.23 0.58 0.2073
H 2.0876 -2.6504 -1.2107 -0.84 -2.06 -1.76 0.2375
H 1.1351 -1.1289 -0.7703 -0.53 -0.73 -0.61 -0.0573
H 0.8999 -2.3624 2.3826 0.48 1.47 -0.82 0.2717
H -1.5089 1.9506 -1.1893 0.03 -0.67 1.01 0.3309
H 1.4726 -0.4806 1.9373 -0.02 -2.68 -0.19 0.1639
H 0.2483 -1.3144 0.9675 0.89 -0.90 0.91 -0.1916
```
Forces are in eV/Å.

Computed properties:
Orbital gap (alpha / beta) ... 5.92 / 5.82 eV
Total charge ... -2
Energy relative to the best compared isomer or geometry (same formula, charge and spin) ... 5.073 eV
E ... -28467.0200 eV
Lowest unoccupied orbital energy (alpha / beta) ... 5.70 / 5.73 eV

5.
ORCA calculation (ωB97M-V with the def2-TZVPD basis set) on 2 unconnected molecules or ions with the total composition C7H12NOS in a non-equilibrium geometry.

```
22
Properties=species:S:1:pos:R:3:forces:R:3:mulliken_charge:R:1
C -3.7005 0.7717 0.5158 0.75 0.02 -0.08 -0.2016
C -2.3496 1.3091 0.7481 -1.13 0.18 0.72 -0.9777
C -3.7734 -0.2790 -0.3164 2.87 1.24 0.51 -0.5553
C -1.4486 0.5639 0.1049 1.70 -0.94 -1.73 0.5028
C 1.1044 -1.5305 0.6461 1.01 0.43 2.16 -1.5097
C 1.5765 -0.0768 0.7248 -0.93 -1.23 -0.96 -0.2801
C 1.0486 0.7734 -0.4355 -1.45 1.83 2.98 0.1223
N 0.8430 0.1993 -1.7428 -2.49 -0.11 0.08 -0.1322
O 1.4344 2.0793 -0.5882 0.54 -1.10 1.09 -0.5173
S -2.2016 -0.7275 -0.8422 0.82 0.35 0.19 -0.1515
H -4.6604 1.0090 0.8921 -0.40 1.20 0.92 0.3675
H -2.0928 2.1452 1.4075 -0.32 -0.30 -0.37 0.3562
H -4.6244 -0.7692 -0.5751 -2.09 -1.50 -0.83 0.4952
H 1.3504 -2.0466 1.5854 -0.34 0.63 0.32 0.3722
H 0.0697 -1.4664 0.6056 -2.06 -0.76 -0.46 0.4821
H 1.6153 -2.2283 0.0581 0.43 -0.50 -2.16 0.3992
H 2.6178 -0.1554 0.6632 2.00 0.58 -0.03 0.4565
H 1.2865 0.1885 1.7443 -0.09 1.10 -0.57 0.3866
H 0.6047 0.9769 -2.4064 -1.69 -0.49 0.99 0.3367
H 0.1310 -0.6227 -1.5531 1.33 1.84 -1.42 0.3015
H 1.6228 -0.0170 -2.2989 2.50 -1.82 -0.16 0.3207
H 1.9489 2.4164 0.2069 -0.98 -0.66 -1.19 0.4257
```
Forces are in eV/Å.

Computed properties:
Orbital gap (alpha / beta) ... 8.06 / 7.63 eV
Total charge ... +1
Energy relative to the best compared isomer or geometry (same formula, charge and spin) ... 4.904 eV
E ... -21814.5966 eV
Lowest unoccupied orbital energy (alpha / beta) ... -4.30 / -4.64 eV

6.
ORCA calculation (ωB97M-V with the def2-TZVPD basis set) on C7H12NP in the gas phase in a non-equilibrium geometry.

```
21
Properties=species:S:1:pos:R:3:forces:R:3:mulliken_charge:R:1
C 0.6294 -2.6690 -1.1344 1.15 -0.53 3.70 -0.9353
P 0.9186 -1.0175 -1.7195 0.31 3.24 1.71 -0.0172
C -0.5142 -0.0596 -0.5708 1.69 -3.48 -1.99 0.6885
C -1.6362 -0.8747 -0.8953 -0.40 -0.44 0.04 -0.2566
N -2.4171 -1.6350 -1.2641 -0.31 0.05 0.08 -0.5389
C -0.7493 1.3419 -0.3138 -1.98 0.75 1.50 0.0195
C 0.0655 2.3625 -0.9417 1.32 1.33 -1.45 -1.3795
C -0.3424 0.4732 0.7898 1.50 -0.31 3.36 0.0704
C -1.1275 0.0273 2.0587 -1.06 1.58 -2.34 -1.3960
H 0.6151 -2.7169 0.0635 -0.47 -0.01 -2.64 0.2477
H 1.5170 -3.2463 -1.3756 0.08 -0.20 -0.34 0.3904
H -0.2260 -3.0849 -1.6086 -0.73 -0.45 -0.09 0.3555
H 2.0454 -0.5962 -0.7711 -1.27 -0.66 -1.12 0.0419
H -1.8386 1.5051 -0.2357 0.52 0.53 -0.36 0.4115
H 1.0545 1.9607 -1.3367 -1.23 0.47 0.53 0.2836
H 0.2711 3.2904 -0.3595 -0.30 -0.76 -0.25 0.3156
H -0.5847 2.6072 -1.7913 0.78 0.60 -0.31 0.3651
H 0.6543 0.6053 1.2375 0.23 -0.05 -1.43 0.2773
H -2.0741 0.5939 2.1000 0.01 -0.62 -0.01 0.2963
H -0.5847 0.3420 2.9230 0.45 -0.39 0.61 0.4223
H -1.2814 -1.0218 1.9057 -0.30 -0.63 0.79 0.3382
```
Forces are in eV/Å.

Computed properties:
Orbital gap ... 10.10 eV
Energy relative to the best compared isomer or geometry (same formula, charge and spin) ... 1.097 eV
E ... -18229.7488 eV
Lowest unoccupied orbital energy ... 0.91 eV
SMILES string ... CPC1(C#N)[C@H](C)[C@H]1C